{"formula": "C46H88BrIN8O7P3S", "method": "wB97M-V/def2-TZVPD", "species": ["C", "C", "C", "C", "C", "C", "C", "C", "C", "C", "C", "C", "C", "C", "C", "C", "C", "I", "C", "P", "O", "Br", "N", "P", "O", "O", "O", "C", "C", "C", "C", "S", "O", "O", "O", "P", "N", "H", "H", "H", "H", "H", "H", "H", "H", "H", "H", "H", "H", "H", "H", "H", "H", "H", "H", "H", "H", "H", "H", "H", "H", "H", "H", "H", "H", "H", "H", "H", "H", "H", "H", "H", "H", "H", "H", "H", "H", "H", "H", "H", "H", "H", "H", "C", "C", "C", "C", "N", "H", "H", "H", "H", "H", "H", "H", "C", "C", "C", "C", "N", "H", "H", "H", "H", "H", "H", "H", "C", "C", "C", "C", "N", "H", "H", "H", "H", "H", "H", "H", "C", "C", "C", "C", "N", "H", "H", "H", "H", "H", "H", "H", "C", "C", "C", "C", "N", "H", "H", "H", "H", "H", "H", "H", "C", "C", "C", "C", "N", "H", "H", "H", "H", "H", "H", "H"], "xyz": [[8.40397, -1.29195, 2.59548], [8.66057, -0.22970, 1.51364], [8.72348, 1.17170, 2.15017], [7.89119, 2.18068, 1.34332], [6.48497, 2.22428, 1.97957], [6.38371, 3.31641, 3.03631], [4.96777, 3.35968, 3.64086], [4.16223, 4.57836, 3.15986], [2.82224, 4.66094, 3.92915], [1.63048, 4.75861, 2.97051], [0.68672, 3.55563, 3.14120], [-0.50254, 3.66467, 2.18725], [-1.92202, 4.02065, 2.69597], [-1.82299, 5.40975, 3.31720], [-2.67674, 3.02579, 3.61878], [-1.87483, 2.29646, 4.69616], [-2.71344, 1.11576, 5.21900], [-1.52086, 3.54941, 6.41541], [-2.61000, 3.89287, 1.33364], [-3.98914, 4.97806, 0.68475], [-4.12084, 6.09133, 1.83681], [-2.74066, 6.06386, -0.81743], [-2.10254, 2.86445, 0.70502], [-3.04498, 2.05489, -0.53069], [-4.10506, 1.32810, 0.14179], [-3.56339, 3.12052, -1.55729], [-2.02486, 1.13350, -1.28844], [-0.72508, 2.51536, 1.17085], [-0.36042, 1.05534, 1.52258], [-1.49788, 0.07055, 1.78137], [-0.90252, -1.22111, 2.35834], [-2.04733, -2.16041, 3.32730], [-3.35878, -1.60283, 3.22795], [-1.93595, -3.54166, 2.99167], [-1.44886, -1.94093, 4.78138], [0.59102, 2.93963, -0.14340], [2.00336, 2.61038, 0.44141], [7.34025, -1.36377, 2.79739], [8.92660, -0.97588, 3.49136], [8.72621, -2.26364, 2.23339], [9.57036, -0.44101, 0.96151], [7.82941, -0.25865, 0.81354], [9.75279, 1.49310, 2.28334], [8.27228, 1.10388, 3.13653], [7.77345, 1.85385, 0.31501], [8.33001, 3.17343, 1.36444], [6.30332, 1.27815, 2.48655], [5.70606, 2.36894, 1.23184], [7.08022, 3.10175, 3.84398], [6.63558, 4.28308, 2.60881], [4.97596, 3.38591, 4.72726], [4.39707, 2.50542, 3.28106], [3.98231, 4.40595, 2.10060], [4.73616, 5.49267, 3.26917], [2.71479, 3.81586, 4.60019], [2.86198, 5.58470, 4.49791], [1.07409, 5.68329, 3.11770], [1.95183, 4.76031, 1.93113], [1.27894, 2.69239, 2.85384], [0.39471, 3.54484, 4.18423], [-0.28470, 4.52943, 1.55340], [-1.10524, 5.38498, 4.12636], [-2.75588, 5.74157, 3.75554], [-1.47883, 6.12855, 2.57555], [-3.25176, 2.29588, 3.05308], [-3.42208, 3.62107, 4.14319], [-0.94241, 1.88660, 4.32919], [-2.08479, 0.41882, 5.75860], [-3.23786, 0.62536, 4.40460], [-3.46739, 1.48508, 5.90655], [-3.39528, 6.72864, 1.77051], [-2.94765, 3.21855, -2.29840], [-2.56839, 0.41156, -1.67330], [0.28940, 1.08466, 2.39173], [0.24830, 0.66855, 0.70889], [-1.92791, -0.21352, 0.82929], [-2.31099, 0.45347, 2.38541], [-0.63919, -1.88553, 1.54289], [0.01258, -1.04580, 2.91733], [-2.16343, -2.19717, 5.38701], [0.45991, 4.32608, -0.36999], [0.29390, 2.27760, -1.34848], [2.43799, 1.90095, -0.13929], [-5.13431, -3.66643, -1.65986], [-3.67690, -4.11288, -1.64000], [-2.70375, -2.95810, -1.36809], [-2.80870, -1.93242, -2.40644], [-2.90097, -1.16455, -3.25864], [-5.32330, -2.95101, -2.46234], [-5.78987, -4.51981, -1.82461], [-5.41659, -3.20156, -0.71327], [-3.42554, -4.57992, -2.59381], [-3.53751, -4.86799, -0.86608], [-1.67431, -3.32015, -1.34876], [-2.92120, -2.49764, -0.40084], [0.00827, -1.68262, -4.21105], [1.43744, -1.55124, -4.71990], [2.45502, -2.05590, -3.69013], [2.32705, -1.29097, -2.45406], [2.22107, -0.66952, -1.49652], [-0.13964, -1.07002, -3.31987], [-0.71028, -1.34833, -4.95568], [-0.22712, -2.71885, -3.95941], [1.64344, -0.50630, -4.95884], [1.56031, -2.11847, -5.64257], [3.47486, -1.95681, -4.06146], [2.28234, -3.10831, -3.46189], [-4.96727, -1.30226, -7.87498], [-5.87715, -2.42266, -7.38257], [-5.41136, -3.03257, -6.05730], [-4.07522, -3.61398, -6.19208], [-3.02386, -4.06458, -6.29709], [-3.95911, -1.66699, -8.07649], [-5.35188, -0.87608, -8.80151], [-4.89874, -0.49978, -7.13724], [-5.93227, -3.20401, -8.14219], [-6.88818, -2.03752, -7.24567], [-6.10075, -3.81138, -5.73927], [-5.38206, -2.27064, -5.27610], [5.15967, -5.01178, 0.70007], [6.34041, -5.97233, 0.81798], [7.64773, -5.25957, 1.18712], [7.95782, -4.23068, 0.19938], [8.15803, -3.35773, -0.52075], [5.32492, -4.28616, -0.09866], [4.25054, -5.56506, 0.45871], [4.98905, -4.46773, 1.62940], [6.46222, -6.49157, -0.13407], [6.13522, -6.73333, 1.57197], [8.47189, -5.97017, 1.24484], [7.55694, -4.76868, 2.15785], [-10.48193, -0.74629, -6.88830], [-11.37438, -1.88008, -6.39677], [-10.90480, -2.47438, -5.06323], [-9.55869, -3.03354, -5.18081], [-8.50702, -3.47861, -5.29410], [-9.46583, -1.09441, -7.08060], [-10.86751, -0.33359, -7.81968], [-10.43339, 0.06200, -6.15621], [-11.41000, -2.66683, -7.15171], [-12.39309, -1.51136, -6.27148], [-11.57716, -3.26937, -4.74109], [-10.89325, -1.70926, -4.28583], [2.53623, 0.39654, 1.90373], [2.62013, -0.84492, 1.02173], [2.72723, -2.15549, 1.81757], [3.93200, -2.18454, 2.64782], [4.88772, -2.20733, 3.28288], [3.43512, 0.51794, 2.50956], [2.43332, 1.29295, 1.28666], [1.67646, 0.34376, 2.57865], [3.48028, -0.75474, 0.35662], [1.73203, -0.89754, 0.38759], [2.76829, -3.00624, 1.13622], [1.85910, -2.28652, 2.46567]], "fmax_ha_per_bohr": 0.041, "total_charge": 1, "lumo_energy_ha": -0.1795, "e_homo_ev": -11.423, "total_energy_ha": -7063.9983, "homo_lumo_gap_ev": 6.5}